# 1
The following is a DFT calculation (ωB97M-V/def2-TZVPD) of C51H54As2Br2N3O3RuS as an isolated structure.

Output
F_max (eV/Å): 0.87
Charge: +2
Kohn-Sham gap (alpha / beta) (eV): 5.800 / 6.211
Expectation value of S²: 0.768
Energy relative to the best compared isomer or geometry (same formula, charge and spin) (kJ/mol): 158.73
Spin multiplicity: 2
Energy (eV): -339540.2183

Each line ends with the Löwdin charge.
Atoms and positions in Å:
Ru 1.1986 -0.4536 0.2576  0.760
Br 1.1442 -4.3188 0.0822  0.689
Br 3.6127 -2.2473 -0.1009  0.778
As 0.9628 2.1307 -0.2070  1.315
As 1.4679 -0.3986 -2.3398  1.268
S 3.6006 1.0273 1.3857  0.733
O -5.2186 -2.5169 0.1772  -0.094
O -1.3986 1.0842 -1.3896  -0.105
O -1.1102 -1.5926 4.9437  -0.099
N -0.7673 -1.2345 0.1573  -0.003
N -2.9380 -1.7134 0.9749  0.174
N -1.2216 -1.5501 2.4295  0.171
C 2.9952 -4.0077 0.4384  -0.955
C 3.3029 5.8727 1.4610  -0.051
C 1.9558 3.6298 0.5164  -0.404
C -0.9054 2.7744 0.0640  -0.329
C 5.5595 0.5885 -2.2029  -0.068
C 2.9951 1.7734 2.9054  -0.327
C 3.3801 -0.3253 -2.7153  -0.422
C 0.0511 -1.3930 2.9326  -0.170
C 5.3327 -1.0805 -3.9111  -0.053
C 3.2471 3.9109 0.0697  -0.139
C 0.1196 -3.3079 -5.7674  -0.055
C 2.4124 -1.3965 2.8539  -0.237
C 5.1321 0.2925 1.9710  -0.342
C -3.2667 1.6310 0.1745  -0.087
C 3.9619 -1.1395 -3.6800  -0.095
C -6.4238 -1.5928 2.0794  0.002
C 4.1945 0.5209 -1.9634  -0.195
C 0.0766 -3.7380 -4.4517  -0.065
C -5.1355 -0.4257 3.7395  -0.072
C -1.1448 -1.8008 6.3588  -0.031
C 0.8586 -1.5847 -3.7198  -0.378
C 1.1878 -1.2366 2.1519  -0.224
C -2.6010 -2.6109 -2.8025  -0.064
C 3.9114 5.0339 0.5352  -0.051
C -2.4828 -0.2265 -3.0308  0.023
C 2.0267 5.5887 1.9188  -0.054
C 0.1060 -1.5134 4.3456  -0.219
C -1.7988 -0.1470 -1.8271  -0.271
C -2.3746 4.4528 -1.1109  -0.065
C -3.9695 -0.6839 3.0197  -0.044
C -4.0274 -1.4099 1.8414  -0.148
C 1.3541 4.4668 1.4527  -0.105
C -6.3517 -0.8820 3.2762  -0.060
C -1.8861 -2.5270 -1.6171  -0.072
C -1.1790 3.9138 -0.8863  -0.104
C 2.4740 -1.5781 4.2116  -0.070
C -6.4564 -2.9189 -0.4089  -0.042
C 1.3844 2.4334 -2.0914  -0.383
C 0.5432 -2.0170 -6.0639  -0.055
C -3.6597 4.0807 -0.5138  -0.076
C -1.7659 1.5433 -0.0780  -0.342
C 0.4448 -2.8744 -3.4270  -0.132
C 0.9218 -1.1557 -5.0467  -0.102
C 0.9517 1.3480 -3.0359  -0.378
C -2.8870 -1.4586 -3.5200  -0.037
C 6.1314 -0.2118 -3.1842  -0.059
C 1.3106 -1.5977 4.9878  0.009
C -5.2703 -1.8541 1.3657  -0.220
C -1.6100 -1.4963 1.1579  -0.346
C -1.4636 -1.2991 -1.1159  -0.252
C -4.0131 2.9250 0.0434  -0.062
H -1.3673 0.8434 0.6497  0.094
H 3.4353 -1.7037 4.6955  0.120
H -3.0357 -0.2843 3.3920  0.106
H 5.6013 -0.2161 1.1297  0.028
H -7.3806 -1.9395 1.7167  0.114
H 0.4221 -3.2164 -2.4044  0.028
H 0.9858 3.4066 -2.3648  0.081
H 0.3602 4.2730 1.8274  0.095
H 3.1117 1.0762 3.7319  0.043
H -0.1636 -3.9793 -6.5676  0.115
H 7.1959 -0.1648 -3.3731  0.115
H -3.4307 -1.5154 -4.4537  0.120
H -5.0219 2.8685 0.4419  0.113
H 3.5320 2.7000 3.1031  0.059
H -1.6384 -3.4288 -1.0649  0.115
H 3.5790 -4.7225 -0.1248  0.011
H -0.6589 -0.9750 6.8789  0.102
H 5.7900 1.0860 2.3216  0.060
H -0.2363 -4.7484 -4.2187  0.117
H -2.4035 5.3086 -1.7767  0.114
H -4.4121 4.8608 -0.5327  0.108
H -7.2580 -0.6863 3.8337  0.116
H 5.7757 -1.7238 -4.6605  0.116
H -5.0772 0.1425 4.6581  0.111
H -7.1005 -2.0564 -0.5835  0.103
H 1.9371 1.9894 2.7842  0.030
H -6.9674 -3.6426 0.2264  0.103
H 3.1527 -4.0917 1.5055  0.010
H -0.1169 1.3523 -3.2177  0.066
H 3.3592 -1.8299 -4.2541  0.100
H 1.3660 -1.7106 6.0608  0.118
H -2.7154 0.6933 -3.5539  0.136
H -0.3342 4.3832 -1.3704  0.087
H 3.3341 -1.3875 2.3113  -0.023
H 0.5903 -1.6823 -7.0921  0.115
H 2.4680 2.5325 -2.1171  0.050
H -2.9232 -3.5772 -3.1682  0.121
H 3.8259 6.7475 1.8248  0.118
H -3.4549 1.2590 1.1839  0.108
H -0.6633 -2.7443 6.6178  0.105
H -3.2400 -1.9768 0.0510  0.114
H 6.1786 1.2602 -1.6194  0.113
H -2.1939 -1.8378 6.6311  0.100
H -1.9157 -1.8316 3.1087  0.137
H -3.7523 0.8974 -0.4809  0.133
H -6.2027 -3.3838 -1.3556  0.095
H 4.9545 -0.4216 2.7746  0.039
H 4.9074 5.2547 0.1739  0.117
H 1.5463 6.2403 2.6365  0.117
H 3.7792 1.1112 -1.1594  0.004
H 1.2755 -0.1669 -5.3024  0.102
H -0.9956 3.1204 1.0972  0.116
H 1.4623 1.4695 -3.9897  0.083
H 3.7516 3.2634 -0.6329  0.078

***

# 2
The following is a DFT calculation (ωB97M-V/def2-TZVPD) of one molecule with the formula C2H3N2PS.

Output
F_max (eV/Å): 3.24
Kohn-Sham gap (alpha / beta) (eV): 8.168 / 8.170
Energy relative to the best compared isomer or geometry (same formula, charge and spin) (kJ/mol): 286.01
Spin multiplicity: 1
Energy (eV): -25222.8327

Each line ends with the natural charge from an NBO analysis.
Atoms and positions in Å:
S 2.1008 -0.5352 0.0001  0.883
P -2.2067 -0.2589 -0.1562  0.356
N 0.2290 1.2039 -0.0455  -0.383
N 0.8299 -1.3448 -0.0062  -0.798
C -0.5264 0.2261 -0.0444  0.085
C 1.5335 1.1053 -0.0122  -0.386
H -1.9237 -1.4473 -0.8269  0.018
H -2.2316 -0.8940 1.0913  0.002
H 2.1953 1.9449 0.0001  0.224

***

# 3
The following is a DFT calculation (ωB97M-V/def2-TZVPD) of a 2-piece molecular cluster, C6H13Br2O3S overall.

Output
F_max (eV/Å): 6.02
Charge: -1
Kohn-Sham gap (eV): 7.386
Spin multiplicity: 1
Energy (eV): -163496.3257

Each line ends with the natural charge from an NBO analysis.
Atoms and positions in Å:
Br -1.7722 0.2442 -3.0942  -0.007
Br -0.2247 2.9306 -1.0987  -0.019
S 1.7181 -1.6018 0.3134  2.228
O 0.6823 -2.2693 -0.5591  -0.998
O 2.3014 -0.2089 -0.2820  -1.018
O 2.8942 -2.5665 0.4248  -1.023
C -0.3528 0.7351 1.3774  -0.626
C -0.2766 -0.6374 2.1713  -0.210
C 0.3944 2.0856 -2.7401  -0.456
C -1.5509 -1.5437 1.8074  -0.621
C -0.7532 1.8005 -3.6757  -0.447
C 1.1086 -1.3979 2.0441  -0.653
H -0.4865 0.5464 0.2756  0.236
H 1.9053 -0.9022 2.6896  0.235
H -1.4564 2.6274 -3.7595  0.219
H 0.9466 1.1912 -2.4470  0.276
H 0.9771 -2.4445 2.4756  0.233
H -1.5457 -2.4748 2.4701  0.194
H -1.6073 -1.8111 0.7136  0.244
H -0.4152 -0.3742 3.2787  0.180
H 0.5562 1.3606 1.6126  0.222
H -2.4626 -0.9302 2.1122  0.188
H 1.0836 2.8030 -3.1876  0.218
H -0.3823 1.5418 -4.6687  0.220
H -1.2813 1.2961 1.7462  0.185

***

# 4
The following is a DFT calculation (ωB97M-V/def2-TZVPD) of a 10-piece molecular cluster, C24H64B6F24N4O8 overall.

Output
F_max (eV/Å): 3.45
Charge: -1
Kohn-Sham gap (alpha / beta) (eV): 7.660 / 2.972
Expectation value of S²: 0.754
Spin multiplicity: 2
Energy (eV): -117571.7526

Each line ends with the Löwdin charge.
Atoms and positions in Å:
F -3.3448 -8.1902 8.2587  0.060
F -3.1925 -11.0446 -0.8406  0.055
F -0.0237 -14.8440 4.6277  0.116
F -0.8931 -11.1607 -0.7329  0.102
F -5.5298 -10.5538 3.9823  0.132
F -2.8634 -5.1724 2.6248  0.090
F -1.9419 -13.6321 4.8910  0.074
F -0.4516 -13.3212 3.0876  0.117
F -6.7316 -11.6803 5.4287  0.174
F -10.0382 -5.3524 6.0590  0.127
F 0.0912 -12.5975 5.0886  0.107
F -2.3371 -6.9582 9.8894  0.126
F -4.2002 -3.4696 2.6992  0.097
F -4.4490 -11.3546 5.8206  0.152
F -8.9705 -5.9266 4.2149  0.099
F -9.0659 -3.7557 4.6822  0.079
F -5.9829 -9.7109 5.9388  0.176
F -2.9789 -6.0103 7.9129  0.114
F -1.1503 -7.3990 8.0744  0.136
F -2.2220 -12.0943 0.8696  0.162
F -2.0746 -12.9485 -1.2041  0.097
F -2.1333 -3.1210 3.4638  0.149
F -2.4382 -3.3576 1.2927  0.129
F -10.9467 -4.8371 4.0291  0.118
O -6.0115 -8.2752 1.5355  0.108
O 1.1074 -4.9535 4.9997  -0.182
O -9.0740 -13.3299 3.0416  -0.167
O -0.4552 -10.8514 9.6073  -0.197
O -9.2151 -10.2254 5.6321  -0.225
O 1.8841 -8.4499 3.7467  -0.201
O -3.1317 -15.0984 9.3555  -0.195
O -2.3709 -9.0585 3.9429  -0.173
N -9.5920 -13.0268 5.8246  0.090
N -4.7648 -7.9364 4.1013  0.075
N 2.2338 -5.9436 2.7420  0.090
N -2.5065 -12.2787 8.5915  0.121
C 1.4003 -4.6345 2.6495  -0.089
C -9.3842 -8.8665 5.3052  -0.072
C -0.2939 -5.3639 5.2415  -0.023
C 1.6472 -6.9627 1.7818  -0.043
C -3.3369 -15.9564 10.5758  -0.034
C -9.8260 -12.1299 7.0522  -0.040
C -1.9903 -11.1328 7.6880  -0.064
C -4.2120 -14.2802 9.0021  -0.239
C -0.9082 -9.7922 10.3983  -0.095
C -3.7819 -7.5057 5.1436  -0.029
C -6.7437 -7.5438 2.5409  -0.050
C 2.1310 -9.8147 4.2469  -0.047
C -6.6965 -9.2308 0.8130  0.031
C -5.7775 -6.9076 3.5663  0.000
C -9.1313 -11.9757 2.7431  -0.119
C -2.5951 -8.5803 5.2639  -0.138
C -10.7377 -13.2515 4.8417  -0.079
C -3.6934 -13.2307 8.0232  -0.018
C 1.1985 -3.9646 3.9677  -0.210
C -0.5742 -10.7468 8.1891  -0.157
C -10.2998 -13.9204 3.5298  -0.146
C -1.5551 -10.2078 3.9403  -0.073
C -10.1015 -10.6464 6.6836  -0.170
C 2.1584 -8.3442 2.3622  -0.194
B -2.4126 -7.1296 8.5245  -1.346
B -2.8555 -3.7815 2.5252  -1.407
B -5.6584 -10.8721 5.3255  -1.414
B -0.5946 -13.6053 4.4410  -1.343
B -9.7929 -4.9646 4.7684  -1.361
B -2.0780 -11.8006 -0.4345  -1.404
H -1.1435 -10.1268 11.4086  0.091
H -5.1444 -6.1484 3.1070  0.131
H 2.1082 -6.7085 0.8273  0.131
H 3.2182 -8.5082 2.1672  0.123
H 0.2095 -11.2869 7.6579  0.126
H -2.9283 -9.4079 5.8901  0.091
H -0.3808 -9.7355 7.8313  0.120
H -1.1716 -10.5558 2.9812  0.104
H -1.7825 -7.9877 5.6842  0.112
H -8.5852 -11.7479 1.8277  0.088
H -0.7313 -5.9002 4.3995  0.077
H -8.8813 -12.2181 7.5887  0.134
H -4.2999 -7.3396 6.0881  0.128
H -1.6830 -12.8264 8.7962  0.154
H -9.8469 -10.0668 7.5709  0.135
H -1.9018 -11.4400 6.6459  0.106
H -10.1010 -14.9749 3.7211  0.129
H -11.1021 -10.3364 6.3824  0.122
H -0.2635 -8.9141 10.4367  0.099
H -6.3790 -6.4205 4.3337  0.151
H -8.9846 -8.2212 6.0875  0.113
H -7.7061 -9.0060 0.4689  0.138
H -0.3493 -6.0286 6.1036  0.080
H 2.0920 -3.3580 4.1155  0.119
H -10.5823 -12.4998 7.7445  0.132
H 3.1903 -10.0712 4.2579  0.086
H -11.2758 -12.3124 4.7126  0.128
H 1.7347 -3.9524 1.8679  0.138
H 0.4041 -4.8370 2.2562  0.123
H -2.7234 -11.8801 9.4938  0.154
H -10.4480 -8.6542 5.1983  0.097
H 1.5738 -9.0931 1.8280  0.133
H 1.6525 -9.9245 5.2200  0.083
H -9.0022 -8.6699 4.3035  0.073
H 1.7016 -10.6056 3.6319  0.091
H -8.6955 -11.3009 3.4799  0.072
H -3.3632 -13.5325 7.0292  0.125
H -5.2311 -8.7897 4.3744  0.099
H -2.0398 -11.0837 4.3716  0.079
H -9.2320 -13.8963 6.1915  0.175
H -5.0249 -14.8788 8.5910  0.127
H -6.7579 -10.0869 1.4849  0.138
H 2.2571 -6.3189 3.6794  0.137
H -1.8355 -9.4594 9.9319  0.071
H -3.3877 -15.3829 11.5013  0.078
H 0.5748 -6.8967 1.5983  0.140
H -2.7516 -10.3549 7.7469  0.103
H 0.3817 -3.2438 3.9310  0.130
H -7.3141 -8.2870 3.0980  0.131
H -0.9552 -4.5000 5.3082  0.093
H -4.3447 -16.3161 10.3681  0.072
H -0.6877 -10.0939 4.5905  0.068
H -10.1370 -11.6000 2.5545  0.100
H -2.7400 -16.8342 10.8235  0.084
H -10.9777 -13.8699 2.6778  0.136
H -6.0178 -9.5772 0.0335  0.139
H -7.4511 -6.8483 2.0893  0.176
H 3.1739 -5.6435 2.5272  0.172
H -11.4740 -13.8583 5.3687  0.130
H -4.5607 -13.7320 9.8773  0.119
H -4.5188 -12.5495 7.8163  0.112
H -8.8186 -12.7580 5.2333  0.125
H -3.2998 -6.5822 4.8227  0.123
H -4.2596 -8.2847 3.2991  0.149

***

# 5
The following is a DFT calculation (ωB97M-V/def2-TZVPD) of a 2-piece molecular cluster, Cl2HOP overall.

Output
F_max (eV/Å): 2.91
Kohn-Sham gap (eV): 7.282
Energy relative to the best compared isomer or geometry (same formula, charge and spin) (kJ/mol): 177.03
Spin multiplicity: 1
Energy (eV): -36397.2598

Each line ends with the natural charge from an NBO analysis.
Atoms and positions in Å:
Cl -2.0968 -0.4021 2.3730  -0.614
Cl -0.4729 3.0648 1.6712  -0.280
P 0.3335 1.1108 1.5633  1.355
O -0.0389 0.5329 0.1369  -1.027
H -0.5624 -0.2639 0.0412  0.565

***

# 6
The following is a DFT calculation (ωB97M-V/def2-TZVPD) of C2H4O4PS as an isolated structure.

Output
F_max (eV/Å): 3.31
Charge: -1
Kohn-Sham gap (eV): 7.841
Energy relative to the best compared isomer or geometry (same formula, charge and spin) (kJ/mol): 114.56
Spin multiplicity: 1
Energy (eV): -30455.1232

Each line ends with the natural charge from an NBO analysis.
Atoms and positions in Å:
S -1.6384 0.6166 2.8352  -0.749
P -1.2924 1.2654 1.0665  1.764
O -2.4321 1.3397 0.1470  -1.122
O 1.5986 0.5765 -0.4837  -0.684
O -0.6421 2.7380 1.2178  -0.998
O -0.0161 -1.0384 -0.4247  -0.537
C 0.5145 0.1402 -0.1213  0.555
C 0.7335 -1.9197 -1.2475  -0.306
H 1.4571 -2.5879 -0.5412  0.187
H -0.0310 -2.3646 -2.0262  0.200
H 0.3133 2.5169 1.4019  0.490
H 1.4351 -1.2828 -1.8239  0.199

***

What did the third record say?
The following is a DFT calculation (ωB97M-V/def2-TZVPD) of a 2-piece molecular cluster, C6H13Br2O3S overall.

Output
F_max (eV/Å): 6.02
Charge: -1
Kohn-Sham gap (eV): 7.386
Spin multiplicity: 1
Energy (eV): -163496.3257

Each line ends with the natural charge from an NBO analysis.
Atoms and positions in Å:
Br -1.7722 0.2442 -3.0942  -0.007
Br -0.2247 2.9306 -1.0987  -0.019
S 1.7181 -1.6018 0.3134  2.228
O 0.6823 -2.2693 -0.5591  -0.998
O 2.3014 -0.2089 -0.2820  -1.018
O 2.8942 -2.5665 0.4248  -1.023
C -0.3528 0.7351 1.3774  -0.626
C -0.2766 -0.6374 2.1713  -0.210
C 0.3944 2.0856 -2.7401  -0.456
C -1.5509 -1.5437 1.8074  -0.621
C -0.7532 1.8005 -3.6757  -0.447
C 1.1086 -1.3979 2.0441  -0.653
H -0.4865 0.5464 0.2756  0.236
H 1.9053 -0.9022 2.6896  0.235
H -1.4564 2.6274 -3.7595  0.219
H 0.9466 1.1912 -2.4470  0.276
H 0.9771 -2.4445 2.4756  0.233
H -1.5457 -2.4748 2.4701  0.194
H -1.6073 -1.8111 0.7136  0.244
H -0.4152 -0.3742 3.2787  0.180
H 0.5562 1.3606 1.6126  0.222
H -2.4626 -0.9302 2.1122  0.188
H 1.0836 2.8030 -3.1876  0.218
H -0.3823 1.5418 -4.6687  0.220
H -1.2813 1.2961 1.7462  0.185

***

Which formula does entry 4 have? C24H64B6F24N4O8

***

What is the formula in the second record? C2H3N2PS

***

energy of number 3 (C6H13Br2O3S)? -163496.3257 eV